Entry 1:
DFT (wB97M-V/def2-TZVPD) results for an isolated ion of composition C5H10N and charge +1 in a non-equilibrium geometry.

Results
- HOMO-LUMO gap (hartree) = 0.4291
- lowest unoccupied orbital energy (eV) = -3.20
- structure (SMILES) = C[N@@H+]1C=CCC1
- highest occupied orbital energy (eV) = -14.877
- total charge = +1

CARTESIAN COORDINATES (ANGSTROEM)
C -1.690 0.137 -0.593
N -0.668 0.259 0.488
C 0.408 1.328 0.414
C 1.518 0.856 -0.156
C 1.440 -0.666 -0.365
C 0.096 -1.038 0.568
H -1.362 0.290 -1.519
H -2.182 -0.819 -0.368
H -2.633 0.808 -0.572
H -1.257 0.244 1.360
H 0.105 2.214 0.867
H 2.476 1.450 -0.242
H 1.441 -0.752 -1.482
H 2.351 -1.247 0.099
H -0.587 -1.703 0.048
H 0.546 -1.361 1.453

Forces on atoms 1 to 3 (eV/Å):
-4.2 0.2 3.4
-0.3 -0.4 2.1
-0.1 -1.7 -0.8



Entry 2:
DFT (wB97M-V/def2-TZVPD) results for a 9-piece molecular cluster, C33H72O27S3 overall in a non-equilibrium geometry.

Results
- HOMO-LUMO gap (hartree) = 0.3937
- lowest unoccupied orbital energy (eV) = 0.37
- structure (SMILES) = CCOS(C)(=O)=O.CCOS(C)(=O)=O.CCOS(C)(=O)=O.CCOC(=O)OC.CCOC(=O)OC.CCOC(=O)OC.CCOC(=O)OC.CCOC(=O)OC.CCOC(=O)OC
- highest occupied orbital energy (eV) = -10.342

CARTESIAN COORDINATES (ANGSTROEM)
C -2.873 -0.426 2.076
C -3.525 -1.215 0.975
O -3.966 -2.547 1.437
S -5.087 -2.606 2.532
C -5.896 -4.096 2.045
O -4.528 -2.720 3.847
O -6.004 -1.505 2.305
H -2.775 0.603 1.694
H -1.888 -0.766 2.374
H -3.498 -0.388 3.017
H -4.399 -0.750 0.542
H -2.923 -1.457 0.094
H -6.869 -4.034 2.494
H -5.267 -4.909 2.393
H -6.061 -4.347 0.991
C 6.540 0.654 4.261
C 5.249 -0.094 4.285
O 4.441 0.524 5.396
S 2.895 0.134 5.490
C 2.942 0.210 7.330
O 2.062 1.234 5.018
O 2.684 -1.172 4.972
H 6.842 0.669 5.324
H 6.469 1.657 3.789
H 7.321 0.131 3.724
H 4.682 -0.089 3.331
H 5.397 -1.108 4.495
H 3.782 -0.416 7.754
H 2.014 -0.314 7.682
H 2.932 1.271 7.617
C -5.082 4.267 -2.519
C -5.006 3.099 -1.575
O -5.893 2.029 -2.085
S -5.692 0.540 -1.589
C -6.378 0.513 0.037
O -6.566 -0.230 -2.409
O -4.265 0.243 -1.640
H -5.016 3.979 -3.518
H -4.247 4.902 -2.424
H -5.967 4.876 -2.391
H -3.937 2.808 -1.527
H -5.122 3.384 -0.580
H -7.364 0.882 0.005
H -5.808 1.092 0.732
H -6.346 -0.545 0.447
C -1.912 -2.274 -3.530
C -1.619 -2.223 -5.044
O -0.529 -1.338 -5.397
C -0.777 -0.049 -5.309
O -1.838 0.445 -4.941
O 0.253 0.660 -5.789
C 0.029 2.092 -5.807
H -2.464 -3.245 -3.484
H -2.522 -1.425 -3.283
H -0.965 -2.309 -3.022
H -2.469 -1.916 -5.618
H -1.198 -3.202 -5.356
H 0.615 2.563 -5.063
H -0.960 2.194 -5.535
H 0.342 2.460 -6.790
C 0.061 -4.537 -0.332
C -0.618 -5.699 0.320
O -1.929 -5.250 0.496
C -2.969 -6.099 0.319
O -4.099 -5.692 0.213
O -2.543 -7.384 0.220
C -3.560 -8.434 0.309
H -0.369 -4.298 -1.325
H 1.120 -4.809 -0.418
H 0.010 -3.684 0.317
H -0.197 -5.978 1.280
H -0.565 -6.516 -0.370
H -3.688 -8.520 1.353
H -3.113 -9.298 -0.162
H -4.413 -8.088 -0.249
C 2.452 -1.532 1.170
C 1.185 -0.938 1.658
O 0.737 0.197 0.905
C 0.052 -0.164 -0.177
O -0.165 -1.287 -0.560
O -0.468 0.941 -0.740
C -1.008 0.806 -2.036
H 3.329 -0.879 1.216
H 2.367 -1.996 0.184
H 2.562 -2.305 1.903
H 1.248 -0.674 2.690
H 0.458 -1.751 1.599
H -2.104 0.824 -1.951
H -0.748 -0.160 -2.503
H -0.722 1.669 -2.558
C 2.529 -1.620 -3.053
C 2.268 -0.175 -2.821
O 3.468 0.543 -3.416
C 3.298 1.826 -3.630
O 2.291 2.426 -3.546
O 4.498 2.251 -4.054
C 4.564 3.475 -4.727
H 2.519 -1.687 -4.125
H 1.642 -2.223 -2.722
H 3.526 -2.007 -2.746
H 2.197 0.160 -1.762
H 1.476 0.218 -3.463
H 3.940 4.155 -4.128
H 4.210 3.358 -5.723
H 5.615 3.898 -4.678
C -0.817 2.466 3.274
C -0.647 3.882 2.660
O -0.119 3.871 1.248
C -1.050 3.926 0.281
O -2.217 4.012 0.435
O -0.549 3.890 -0.929
C 0.851 3.945 -1.170
H -1.546 2.472 4.075
H 0.152 2.142 3.585
H -1.227 1.777 2.532
H 0.072 4.410 3.207
H -1.572 4.430 2.561
H 1.243 4.906 -0.915
H 0.998 3.608 -2.163
H 1.386 3.288 -0.414
C 3.369 4.301 2.802
C 3.860 2.947 2.382
O 4.777 3.088 1.343
C 5.253 1.938 0.873
O 5.027 0.855 1.377
O 5.907 2.237 -0.214
C 6.718 1.046 -0.734
H 4.135 4.879 3.261
H 2.632 4.194 3.579
H 2.914 4.826 1.937
H 3.064 2.233 2.037
H 4.438 2.502 3.236
H 7.733 1.148 -0.324
H 6.770 1.093 -1.855
H 6.116 0.221 -0.421

Forces on atoms 1 to 3 (eV/Å):
-0.6 0.9 0.5
-0.3 -1.0 -0.2
0.4 0.1 0.1



Entry 3:
DFT (wB97M-V/def2-TZVPD) results for C11H18LaNOP as an isolated structure in a non-equilibrium geometry.

Results
- HOMO-LUMO gap (hartree) = 0.1553
- lowest unoccupied orbital energy (eV) = -13.56
- highest occupied orbital energy (eV) = -17.785
- total charge = +3

CARTESIAN COORDINATES (ANGSTROEM)
C -0.417 -1.722 1.884
C -1.360 -1.657 0.591
C -0.647 -2.195 -0.737
P 1.087 -1.510 -1.053
C 1.336 -0.972 -2.864
N 0.058 -0.441 -3.445
O -2.114 -0.414 0.470
C -1.430 0.673 -0.124
C -0.392 1.401 0.795
C 0.979 1.619 0.323
C 1.957 2.297 1.166
C 1.506 2.751 2.484
C 0.121 2.581 2.984
C -0.845 1.896 2.126
H -0.815 -2.498 2.600
H 0.630 -2.036 1.644
H -0.399 -0.762 2.453
H -2.142 -2.442 0.813
H -1.314 -1.897 -1.642
H -0.644 -3.314 -0.708
H 1.953 -2.646 -0.909
H 2.135 -0.175 -2.844
H 1.772 -1.806 -3.488
H -0.410 -1.207 -3.964
H 0.332 0.340 -4.071
H -2.246 1.505 -0.316
H -0.942 0.483 -1.154
H 1.296 1.271 -0.689
H 2.993 2.410 0.776
H 2.271 3.248 3.130
H -0.197 2.950 3.985
H -1.911 1.732 2.437
La -2.198 0.537 -2.654

Forces on atoms 1 to 3 (eV/Å):
-0.2 -0.2 0.1
0.8 -2.5 1.2
-0.6 0.5 -0.4



Entry 4:
DFT (wB97M-V/def2-TZVPD) results for a 2-piece molecular cluster, C10H16O overall in a non-equilibrium geometry.

Results
- HOMO-LUMO gap (hartree) = 0.3272
- lowest unoccupied orbital energy (eV) = 0.82
- structure (SMILES) = CCc1ccc(O)cc1.CC
- highest occupied orbital energy (eV) = -8.081

CARTESIAN COORDINATES (ANGSTROEM)
C 1.025 3.162 1.023
C 0.331 2.845 -0.270
C 0.493 1.373 -0.801
C 0.981 0.988 -2.077
C 1.411 -0.217 -2.451
C 1.436 -1.154 -1.334
O 1.670 -2.497 -1.406
C 0.966 -0.826 0.003
C 0.470 0.472 0.193
H 0.941 4.249 1.219
H 2.026 3.325 0.830
H 0.764 2.683 2.050
H -0.756 3.008 0.102
H 0.672 3.570 -1.072
H 0.725 1.720 -2.888
H 1.586 -0.617 -3.510
H 1.600 -2.810 -2.295
H 0.946 -1.531 0.811
H 0.121 0.704 1.170
C -2.464 -2.007 0.725
C -1.844 -2.646 1.990
H -1.688 -1.489 0.060
H -3.220 -2.587 0.173
H -3.071 -1.180 1.191
H -2.439 -2.775 2.801
H -1.772 -3.598 1.574
H -0.911 -2.165 2.190

Forces on atoms 1 to 3 (eV/Å):
-0.5 1.6 1.9
-2.5 -0.5 -0.7
1.2 2.3 -0.1